Record 1
Formula: C4H6N2O
Source: the Open Molecules 2025 dataset
Level of theory: ωB97M-V/def2-TZVPD

Atoms and positions in Å:
C  -1.91512  0.44057  0.42044
O  -1.55207  -0.13271  -0.84559
C  -0.37300  0.20295  -1.31954
N  0.43259  1.04308  -0.93214
N  1.54081  1.51501  -0.60148
C  1.93274  -1.36903  0.33155
C  1.24178  -2.28219  0.70326
H  -2.90878  0.05822  0.65599
H  -1.19397  0.13971  1.18546
H  -1.94101  1.53265  0.33315
H  1.59350  2.47502  -0.96166
H  2.49729  -0.51720  0.00370
H  0.64525  -3.10608  1.02686

Atoms 1-3, force components in eV/Å:
C -0.0500 0.1263 0.2127
O 0.0976 -0.0400 -0.1362
C 0.3083 0.3648 0.1746

For the HOMO energy (alpha / beta), the calculation gives -0.3304 / -0.3304 hartree. The total energy is -9266.8964 eV. As for the total charge: 0. For the frontier orbital gap (alpha / beta), the calculation gives 9.3 / 9.3 eV. The spin multiplicity is 1.

Record 2
Formula: C30H90N6O12
Source: the Open Molecules 2025 dataset
Level of theory: ωB97M-V/def2-TZVPD

Atoms and positions in Å:
C  0.37053  3.45237  4.73292
C  -1.04007  2.88783  4.91292
C  -1.44748  2.03364  3.71550
O  -1.71952  2.86536  2.59966
C  -1.77824  2.03331  1.45662
N  -1.01130  2.12189  6.11164
H  1.03687  2.62493  4.48913
H  0.62183  4.01955  5.62917
H  0.41782  4.06385  3.83183
H  -1.72954  3.72055  5.05187
H  -2.24099  1.31498  3.92038
H  -0.57964  1.42041  3.47276
H  -2.14084  2.64762  0.63244
H  -2.55297  1.28088  1.60405
H  -0.86799  1.51791  1.15019
H  -0.36039  2.58474  6.72985
H  -1.89206  1.98493  6.58662
C  0.79818  2.65108  0.35560
C  1.84663  1.63396  0.83584
C  1.55853  0.72695  2.03337
O  1.44834  1.50049  3.25826
C  2.67218  2.18469  3.60344
N  2.17833  0.82900  -0.28784
H  1.35391  3.26205  -0.35572
H  0.47794  3.20841  1.23590
H  -0.09209  2.14417  -0.01665
H  2.76741  2.18403  1.02999
H  2.40577  0.05868  2.18727
H  0.70434  0.07417  1.85353
H  2.75912  2.54420  4.62877
H  2.87821  3.02582  2.94151
H  3.50968  1.48706  3.60312
H  2.49854  1.42760  -1.03566
H  3.02161  0.30532  -0.10147
C  -1.22130  -2.59226  1.22216
C  -1.63919  -1.13031  0.87187
C  -1.55432  -0.77238  -0.66393
O  -0.34431  -1.14990  -1.32034
C  0.88118  -0.54147  -0.79802
N  -2.97820  -0.90873  1.42030
H  -0.94307  -2.78222  2.25879
H  -0.31933  -2.90296  0.69489
H  -1.99212  -3.28592  0.88633
H  -1.00631  -0.48161  1.47747
H  -1.79742  0.28578  -0.76025
H  -2.38151  -1.28477  -1.15518
H  0.81745  0.52739  -0.59412
H  1.60676  -0.74794  -1.58479
H  1.12982  -1.05660  0.12985
H  -3.43422  -0.06709  1.09811
H  -2.91107  -0.75595  2.41642
C  0.63490  5.08671  -1.94444
C  -0.83562  5.21261  -1.49223
C  -1.35628  4.00656  -0.75458
O  -1.35048  2.89456  -1.62260
C  -1.89660  1.74164  -0.97819
N  -0.98663  6.40745  -0.67744
H  0.96603  5.93894  -2.53787
H  0.71517  4.14074  -2.47998
H  1.31949  4.95702  -1.10621
H  -1.35120  5.39682  -2.43475
H  -2.38317  4.14348  -0.41571
H  -0.71159  3.79749  0.09911
H  -2.93717  1.95820  -0.73646
H  -1.30095  1.59383  -0.07738
H  -2.06710  0.87020  -1.61035
H  -0.44807  6.30915  0.17133
H  -0.51555  7.18586  -1.11592
C  2.99649  -1.96355  -1.45294
C  4.37534  -1.64995  -2.07804
C  4.46868  -0.26520  -2.82916
O  3.91315  -0.46425  -4.09921
C  3.84683  0.78289  -4.86974
N  5.34574  -1.67139  -0.92157
H  2.67008  -1.34402  -0.61764
H  2.99375  -3.01145  -1.15291
H  2.27674  -1.81900  -2.25865
H  4.65663  -2.47735  -2.72948
H  5.54893  -0.12664  -2.87359
H  4.03547  0.50876  -2.19560
H  4.80422  1.30370  -4.88585
H  3.01160  1.31575  -4.41528
H  3.49827  0.59213  -5.88473
H  6.25478  -1.39701  -1.26575
H  5.48737  -2.62185  -0.61066
C  1.55640  -3.81473  -3.08343
C  1.28170  -4.85257  -2.00418
C  1.07970  -4.14787  -0.63829
O  0.85578  -5.19567  0.31124
C  0.55822  -4.76306  1.59530
N  0.14002  -5.53555  -2.46200
H  2.47057  -3.22564  -3.01016
H  0.80950  -3.04138  -3.26279
H  1.68495  -4.32607  -4.03743
H  2.14211  -5.51961  -1.95085
H  0.24446  -3.44765  -0.65138
H  2.00705  -3.66306  -0.33315
H  -0.47138  -4.41780  1.50137
H  1.24173  -4.06130  2.07326
H  0.61459  -5.65007  2.22629
H  -0.09821  -6.07271  -1.64054
H  -0.56630  -4.82239  -2.57437
C  -3.58808  -3.14379  2.32906
O  -4.21260  -2.30365  1.38703
H  -3.08034  -2.58613  3.11604
H  -4.42852  -3.73068  2.69965
H  -2.83294  -3.80106  1.89794
H  -3.57385  -1.63176  1.13771
C  0.74542  1.92721  -2.28148
O  1.64169  1.41887  -3.27744
H  0.58286  2.96049  -2.58812
H  -0.19541  1.38964  -2.39959
H  1.08427  1.83015  -1.25004
H  1.65027  0.45893  -3.28345
C  -1.68971  -3.44619  -1.87362
O  -1.91320  -4.58685  -2.58944
H  -2.25929  -2.55838  -2.14832
H  -1.81265  -3.62703  -0.80578
H  -0.69982  -2.99590  -1.94749
H  -2.46734  -4.36490  -3.34129
C  -4.11551  0.48840  -0.38073
O  -3.27119  1.09534  0.59245
H  -4.62982  -0.35221  0.08505
H  -4.86942  1.15236  -0.80366
H  -3.71338  0.15981  -1.33907
H  -3.75223  1.73019  1.12833
C  0.00106  -0.96690  -3.57044
O  1.41560  -0.75561  -3.49031
H  -0.55522  -0.45415  -2.78575
H  -0.39690  -0.71064  -4.55231
H  -0.17964  -2.03710  -3.46979
H  1.97918  -1.43783  -3.86254
C  -3.65349  -0.39213  3.71651
O  -2.33805  -0.38448  3.24675
H  -4.30540  -0.03745  2.91819
H  -3.90791  -1.39977  4.04519
H  -3.82805  0.35948  4.48639
H  -1.84627  -0.21794  4.05422

Atoms 1-3, force components in eV/Å:
C -0.7528 -0.2311 -0.5345
C -0.1877 0.8840 -0.7609
C 0.7770 0.9386 0.5918

For the HOMO energy, the calculation gives -0.2301 hartree. The total energy is -66036.0958 eV. As for the total charge: 0. For the frontier orbital gap, the calculation gives 6.4 eV. The spin multiplicity is 1.

Record 3
Formula: C7H10
Source: the Open Molecules 2025 dataset
Level of theory: ωB97M-V/def2-TZVPD

Atoms and positions in Å:
C  1.58942  -1.17767  0.07034
C  1.17367  0.18485  -0.12645
C  -0.09813  0.74643  1.06375
C  -1.22660  -0.17714  1.11284
C  -1.71412  -0.38424  -0.11816
C  -1.07883  0.53071  -1.12352
C  0.07992  1.07357  -0.37670
H  2.10227  -1.58262  -0.79270
H  2.36015  -1.23174  0.84244
H  0.69633  -1.68198  0.35822
H  2.08997  0.66527  -0.42092
H  0.24034  1.30949  1.91292
H  -1.58191  -0.65100  2.02059
H  -2.54902  -1.02933  -0.36240
H  -0.75452  0.02328  -2.03162
H  -1.77945  1.31616  -1.41023
H  0.45051  2.06595  -0.61843

Atoms 1-3, force components in eV/Å:
C -0.4621 -1.4796 0.0081
C 1.4215 1.7408 1.6809
C 2.0131 -0.0224 -0.5239

For the HOMO energy, the calculation gives -0.2725 hartree. The total energy is -7417.8744 eV. As for the total charge: 0. For the frontier orbital gap, the calculation gives 8.5 eV. The spin multiplicity is 1.

Record 4
Formula: C3H4NO2
Source: the Open Molecules 2025 dataset
Level of theory: ωB97M-V/def2-TZVPD

Atoms and positions in Å:
C  -0.02848  0.97994  -0.15178
C  0.59198  -0.33172  -0.48352
C  -1.51469  -0.46915  0.16128
N  1.39180  -0.34798  0.79266
O  -1.19898  0.77059  0.39244
O  -0.57689  -1.18908  -0.31936
H  0.39189  1.90752  -0.26977
H  1.16330  -0.64253  -1.26027
H  -2.46965  -0.71945  0.50123
H  2.24972  0.04187  0.63709

Atoms 1-3, force components in eV/Å:
C 4.0055 -2.3559 -0.4688
C 0.4554 0.8764 4.1436
C 2.0481 0.3151 0.5300

For the HOMO energy (alpha / beta), the calculation gives -0.5344 / -0.5728 hartree. The total energy is -8748.4365 eV. As for the total charge: +1. For the frontier orbital gap (alpha / beta), the calculation gives 8.1 / 9.0 eV. The spin multiplicity is 1.

Q: What is the formula in the fourth record?
A: C3H4NO2

Q: Which value of spin multiplicity does entry 3 give?
A: 1